Computed, not measured: a cluster of 14 separate species, C56H112O42 in total at a distorted geometry, with ωB97M-V/def2-TZVPD.

Properties
Relative energy (zero: lowest compared OMol25 entry of this formula, charge and spin) = 0.00 kcal per mole
2S+1 = 1
Charge = 0
E = -145884.1356 eV
Frontier orbital gap = 11.139 eV
E_HOMO = -0.386 Eh

Positions of all 210 atoms, in Å:
O  -1.322  -28.028  -7.764
O  -1.574  -36.249  -4.231
O  -0.286  -24.285  -6.603
O  -3.620  -34.554  -10.264
O  -3.732  -33.459  -1.447
O  1.730  -24.769  -5.926
O  0.210  -27.661  -6.389
O  -1.711  -27.637  -0.594
O  -2.619  -33.810  -13.100
O  -5.759  -34.223  -10.335
O  -3.511  -26.957  -1.836
O  1.824  -27.094  -1.093
O  3.702  -30.805  -3.435
O  0.298  -35.111  -4.364
O  -1.674  -34.221  -5.033
O  -2.732  -31.788  -12.490
O  -6.702  -28.602  -3.710
O  1.797  -31.025  -4.563
O  -2.614  -25.319  -15.328
O  -1.594  -28.834  -5.621
O  2.287  -30.962  -10.866
O  -4.441  -32.690  -9.229
O  -6.091  -28.178  -10.742
O  3.791  -31.271  -5.511
O  3.047  -27.155  -2.867
O  -7.594  -26.681  -10.053
O  -5.573  -30.172  -4.630
O  -7.461  -27.018  -12.150
O  2.685  -29.280  -9.724
O  -3.875  -27.850  0.048
O  -4.306  -25.092  -11.052
O  0.873  -30.505  -9.084
O  -5.755  -28.213  -5.727
O  -3.846  -31.504  -0.319
O  3.220  -25.350  -1.536
O  -4.605  -32.708  -13.308
O  -2.745  -31.812  -2.315
O  0.098  -24.038  -4.486
O  -1.640  -27.224  -14.573
O  -4.017  -25.233  -8.878
O  -1.811  -25.313  -13.322
O  -5.369  -23.595  -9.708
C  -3.994  -24.542  -7.604
C  -2.760  -26.174  -2.804
C  -0.936  -28.295  -6.470
C  2.326  -28.282  -8.758
C  1.395  -26.570  0.132
C  3.207  -31.821  -6.719
C  -2.593  -28.585  -8.166
C  -0.930  -37.312  -3.457
C  -2.481  -29.549  -11.818
C  -6.922  -27.381  -10.965
C  4.100  -26.751  -3.706
C  -5.752  -27.743  -13.928
C  0.071  -24.719  -7.882
C  -3.015  -25.936  -16.570
C  -2.920  -24.651  -2.630
C  -4.463  -34.047  -0.358
C  1.535  -32.050  -11.341
C  -3.616  -28.648  1.187
C  -4.584  -33.679  -9.868
C  -6.981  -27.230  -3.560
C  -0.861  -35.150  -4.526
C  -2.469  -30.116  -8.296
C  -2.872  -27.537  -0.802
C  -1.992  -26.071  -14.420
C  -7.053  -27.892  -13.249
C  1.821  -30.320  -9.780
C  -3.138  -35.046  -13.581
C  2.954  -30.479  -2.303
C  0.797  -27.836  -5.043
C  -7.182  -32.351  -10.902
C  -5.991  -28.947  -4.791
C  -6.976  -33.535  -9.997
C  -3.497  -32.170  -1.286
C  -4.607  -24.373  -12.229
C  -1.240  -32.884  -5.128
C  0.617  -24.391  -5.639
C  1.192  -23.874  -3.460
C  -4.659  -24.572  -9.893
C  -7.165  -26.824  -8.669
C  2.757  -26.432  -1.785
C  -2.391  -30.409  -2.503
C  0.225  -25.249  -11.937
C  -4.710  -30.713  -5.665
C  -1.072  -25.925  -12.272
C  -7.365  -26.901  -2.128
C  3.426  -27.288  -8.727
C  0.537  -23.714  -2.108
C  -3.425  -25.501  -6.617
C  4.463  -27.830  -4.687
C  2.897  -33.236  -6.457
C  -3.452  -30.721  -11.832
C  2.986  -31.059  -4.508
C  -0.884  -30.321  -2.363
C  -3.418  -32.805  -13.003
C  -0.631  -32.645  -6.489
C  -2.266  -34.210  -10.015
H  -4.168  -26.269  -6.474
H  1.567  -27.046  -4.933
H  -2.997  -35.099  -14.635
H  -5.014  -24.362  -7.354
H  -1.722  -26.510  -2.741
H  3.120  -26.543  -7.994
H  -2.959  -28.026  -9.039
H  -7.490  -25.971  -8.121
H  -6.070  -26.890  -8.679
H  -1.720  -25.958  -11.424
H  -2.146  -25.976  -17.231
H  -5.373  -33.430  -0.188
H  -7.672  -25.848  -2.125
H  -2.524  -35.784  -13.116
H  3.915  -33.650  -6.185
H  -7.832  -27.708  -13.979
H  -0.108  -37.768  -4.011
H  -3.829  -25.295  -17.000
H  0.119  -33.386  -6.861
H  1.227  -23.533  -1.267
H  -2.500  -26.050  -6.959
H  -0.543  -32.758  -4.262
H  -0.601  -37.000  -2.456
H  2.205  -33.456  -5.645
H  3.681  -30.365  -1.507
H  -0.240  -31.670  -6.517
H  -3.145  -24.992  -5.675
H  -4.300  -30.516  -12.441
H  -2.462  -30.594  -7.294
H  2.316  -31.299  -6.965
H  -0.332  -30.541  -3.297
H  -3.523  -23.576  -7.705
H  3.980  -31.625  -7.468
H  -1.773  -35.057  -10.434
H  -7.807  -34.224  -9.997
H  -4.601  -28.797  1.710
H  -0.596  -29.347  -2.000
H  0.874  -25.679  -0.069
H  -6.973  -33.227  -8.940
H  -2.558  -24.381  -1.637
H  -3.709  -23.816  -12.574
H  -5.187  -30.867  -6.612
H  2.225  -26.381  0.844
H  -7.739  -27.031  -4.271
H  -4.545  -31.698  -5.302
H  -3.249  -26.571  -3.691
H  0.093  -24.272  -11.642
H  2.592  -33.750  -7.363
H  -3.259  -29.641  0.862
H  0.483  -32.166  -11.102
H  3.852  -25.763  -4.200
H  -8.201  -27.505  -1.794
H  0.016  -27.825  -4.277
H  4.978  -26.614  -3.108
H  1.790  -24.766  -3.640
H  -4.763  -25.156  -13.018
H  -2.172  -34.167  -8.922
H  -1.441  -32.796  -7.159
H  -6.526  -27.021  -1.411
H  -7.122  -28.946  -12.975
H  -4.915  -27.949  -13.280
H  -5.506  -28.427  -14.719
H  -5.570  -26.718  -14.346
H  2.317  -29.626  -2.395
H  -5.484  -23.754  -12.006
H  -3.311  -26.957  -16.328
H  3.694  -26.860  -9.681
H  1.800  -23.009  -3.642
H  -2.403  -29.170  -12.850
H  1.539  -31.945  -12.445
H  2.051  -32.984  -11.152
H  -2.823  -29.837  -1.718
H  -4.721  -35.091  -0.550
H  -3.373  -30.516  -8.756
H  -3.026  -28.148  1.905
H  -0.661  -31.029  -1.575
H  4.781  -28.690  -4.094
H  -4.145  -35.222  -13.309
H  -3.672  -31.094  -10.845
H  -1.513  -29.829  -11.396
H  -0.690  -24.383  -8.598
H  1.091  -24.382  -8.121
H  -2.767  -30.161  -3.445
H  -0.850  -26.941  -12.616
H  -1.938  -33.236  -10.458
H  -3.776  -34.090  0.560
H  0.673  -25.755  -11.048
H  -2.351  -24.051  -3.351
H  -0.190  -22.893  -2.106
H  3.633  -28.012  -5.390
H  2.151  -28.695  -7.775
H  -2.071  -32.208  -4.943
H  -0.038  -24.578  -1.749
H  0.888  -25.333  -12.768
H  -8.008  -31.689  -10.657
H  -4.011  -24.371  -2.746
H  -2.885  -28.658  -11.252
H  -1.623  -38.124  -3.282
H  -1.593  -30.456  -8.856
H  2.332  -31.340  -2.052
H  -7.279  -32.703  -11.927
H  -3.789  -30.088  -5.728
H  1.315  -27.964  -9.079
H  1.365  -28.756  -5.079
H  -7.582  -27.697  -8.233
H  5.316  -27.487  -5.270
H  -6.151  -26.632  -3.967
H  0.037  -25.785  -7.944
H  0.687  -27.284  0.515
H  -6.294  -31.688  -10.830
H  -3.382  -28.318  -7.419
H  4.353  -27.746  -8.446

Mulliken atomic charge list, values in e, 5 entries: 0.553 -0.366 -0.359 -0.411 -0.248